C43H47AlF2N7O4 | ωB97M-V/def2-TZVPD

Geometry as XYZ:
```
104
Properties=species:S:1:pos:R:3:forces:R:3:mulliken_charge:R:1
H 7.44554 2.73185 5.64610 -0.091 -0.053 -0.046 0.349
H -4.39897 -5.21351 3.92271 0.064 -0.036 0.039 0.360
H 5.24899 -0.69263 1.36267 -2.305 -0.886 -0.835 0.305
C 4.14847 -1.03500 -0.77226 -3.273 -1.138 2.672 -0.525
C 5.01283 1.98166 3.42982 -0.579 -0.709 0.288 -0.262
C -3.97475 9.80058 1.77381 -0.060 -0.035 0.301 -0.665
Al -3.39138 -2.96206 -0.83107 0.426 -0.403 -1.892 0.234
H -3.30571 -0.79522 0.77150 -0.704 -0.154 -2.421 0.285
O -0.27159 -3.83404 -1.62692 0.385 1.499 2.048 -0.400
C 2.91920 -1.59374 1.70267 0.476 0.522 -3.478 -0.465
C -3.11440 7.69791 3.28340 0.254 -0.055 -0.897 -0.151
C -1.82074 -7.09644 3.24718 -0.714 0.572 -0.291 0.016
H -1.49298 -2.64188 1.01594 -0.615 -1.705 -0.925 0.171
H -2.15256 3.85351 0.79174 0.057 0.029 -0.105 0.405
C -0.78134 6.44093 -0.88690 0.084 -0.362 -0.776 -0.532
C 0.95903 5.92307 -4.79577 0.195 -0.032 -0.080 -0.104
F -2.96411 -3.06053 -2.67403 -0.628 0.241 2.648 -0.620
C -1.72473 4.43035 -0.02304 0.066 0.035 -0.187 -0.232
C 6.11830 2.63376 3.95217 0.092 -0.103 0.293 -0.406
C -4.29666 9.76099 3.12656 0.009 -0.005 -0.019 -0.105
C -3.24097 -6.25113 5.41713 0.243 -0.192 0.018 -0.708
C -3.86059 8.68990 3.89928 -0.075 0.195 -0.162 -0.592
C -3.55797 -5.87153 4.12279 0.377 -0.192 -0.857 0.002
H 4.16781 -5.77475 -5.86128 -0.008 0.016 0.097 0.364
C -5.15018 -4.02116 -0.48514 0.997 -1.122 1.115 -0.116
C 4.77902 -5.55856 -2.54880 -0.850 0.365 0.404 -0.303
C 0.07751 -2.40859 -1.59385 0.853 1.098 -0.561 0.178
C 5.92992 1.21930 5.88298 0.132 0.211 -0.149 -0.429
N 4.35991 0.98356 4.06452 0.867 0.454 0.485 -0.384
H -1.42145 6.21631 1.15435 0.026 -0.091 -0.335 0.398
H -3.82662 -5.89486 6.25698 0.036 -0.015 -0.091 0.341
H -1.75246 -6.36725 0.34136 1.326 0.951 -1.693 0.166
C -1.88385 -3.58396 0.43407 0.922 -0.504 0.463 0.107
H -0.45348 7.47053 -0.77695 0.001 -0.027 0.051 0.441
H 2.91581 4.76948 -7.85832 -0.010 -0.013 0.070 0.338
H 4.61068 2.25258 2.45794 0.035 -0.028 0.054 0.395
C -1.31982 5.74485 0.18345 0.184 -0.300 0.057 -0.306
H 5.08376 -0.64239 -1.36980 -2.241 -0.951 1.135 0.254
H -1.88206 2.84009 -1.47734 0.073 0.045 -0.018 0.448
C -3.28611 0.11673 -1.34898 5.503 2.557 0.352 0.374
H -0.79384 -1.68589 -1.28593 1.472 -1.617 -0.394 -0.484
O -6.30530 -3.08315 -0.30083 0.494 -1.096 -1.070 -0.217
H 2.73793 -1.42728 -2.69305 -0.071 -0.275 2.852 0.186
C 4.25449 -1.06070 0.86480 -4.155 -1.415 -2.650 -0.389
H 1.71624 -4.43359 -2.60209 0.019 -0.083 -0.035 0.659
H -4.09563 8.62908 4.95584 0.031 -0.015 -0.095 0.349
C -3.82077 -1.00296 -0.27678 -0.810 2.913 -0.283 -0.454
C 2.79599 -5.07033 -4.35698 0.397 -0.155 -0.160 -0.757
H -2.74828 6.84310 3.84458 -0.042 0.059 0.000 0.371
H -0.57823 -8.19562 4.61646 -0.066 0.067 -0.038 0.340
H -5.01160 -4.53754 0.57783 -0.606 0.913 -2.282 0.084
C 4.83473 0.62486 5.27709 -0.410 0.183 -0.856 -0.147
H -1.28419 -7.40471 2.35458 0.001 0.014 0.079 0.317
C -1.57582 3.86188 -1.28391 -0.136 0.017 0.211 -0.342
C 2.77103 4.64077 -5.71045 -0.141 0.104 0.165 -0.336
C 4.01185 -5.57650 -4.80486 -0.062 0.026 -0.016 -0.264
H 6.60526 3.42734 3.39687 -0.065 -0.072 0.031 0.348
H -5.38514 -4.81769 -1.31170 0.080 1.398 1.756 0.260
H -0.88286 4.23704 -3.29140 -0.025 -0.038 0.069 0.489
H 3.62177 3.97858 -5.59645 -0.068 0.042 -0.038 0.350
N 1.32871 5.89951 -7.18117 0.291 -0.289 0.796 -0.589
H 0.59680 -2.40430 1.59594 2.033 0.765 -1.449 0.175
H 5.98488 -6.21905 -4.20306 -0.058 0.026 0.038 0.358
N -0.62255 5.91547 -2.12142 -0.492 -0.449 0.911 -0.390
F -4.21458 0.69599 -2.39075 2.235 -1.885 2.950 -0.304
H 6.26658 0.89197 6.86011 -0.042 0.011 -0.084 0.336
N -2.87129 -6.27468 3.03174 0.276 -0.372 1.007 -0.211
C -3.22683 8.75967 1.24746 0.368 -0.784 0.355 -0.128
C -1.20814 -5.91512 -0.59543 -0.164 0.183 -1.128 -1.050
O -7.65817 -2.21019 -1.69042 3.852 -0.564 0.421 -0.510
H 2.32303 4.75435 -3.60640 -0.071 0.034 -0.082 0.399
N 3.61006 -5.06540 -2.08440 0.314 -0.307 -1.016 -0.361
H 3.03296 -1.57576 2.88514 -0.556 -0.110 -2.856 0.185
C -2.15492 -7.09949 5.60663 -0.004 0.002 -0.013 -0.076
H -2.32774 -4.35091 1.23338 1.050 1.680 -1.561 -0.148
C 6.58242 2.24300 5.20372 -0.003 -0.004 -0.003 -0.146
H 1.98582 -4.86593 -5.04771 0.038 -0.006 0.102 0.401
H -2.95308 8.74306 0.19623 -0.030 0.005 0.055 0.366
H -0.19897 6.96069 -6.29020 0.049 -0.047 0.059 0.371
H 0.24829 -4.49901 0.43711 -1.295 0.544 -1.725 0.193
C -0.64994 -4.36382 -0.31103 -1.514 -1.992 1.165 0.211
H -1.87697 -7.41984 6.60651 -0.027 0.036 -0.103 0.357
H -4.29904 10.62174 1.14469 0.038 -0.093 0.036 0.351
H -4.98295 -0.83089 -0.08752 2.470 -0.331 -0.718 0.369
C 2.76012 -1.50446 -1.50612 0.431 0.140 3.133 -0.322
H -0.34740 -6.62762 -1.00420 -1.723 1.519 1.090 0.293
C -1.42897 -7.53342 4.50246 -0.175 0.106 0.237 -0.736
H 0.35064 -2.11168 -2.71782 -0.596 -0.782 2.508 0.312
H -2.02658 -5.89951 -1.46446 1.737 0.222 1.838 0.240
C -1.02317 4.63671 -2.29095 0.280 0.860 0.065 -0.421
C 5.02572 -5.82575 -3.88592 -0.174 0.050 -0.144 -0.341
C 0.64203 6.30267 -6.09012 0.532 -0.318 -0.818 -0.341
H 0.37338 6.27934 -3.95592 0.070 -0.057 -0.045 0.564
N -6.46495 -2.51809 -1.52533 -4.379 0.759 0.035 0.250
C 1.50747 -2.06081 0.94187 3.319 1.302 -2.124 -0.005
C 1.39345 -2.02717 -0.69433 4.079 1.289 1.871 0.740
H -4.88270 10.55818 3.57456 0.064 -0.090 -0.049 0.354
H 4.29398 -0.18098 5.76547 0.057 0.061 -0.003 0.348
O -2.02560 0.62703 -1.37998 -8.536 -3.473 -0.020 -0.614
N -2.78787 7.70792 1.97244 -0.773 1.100 0.750 -0.213
C 2.04508 5.07470 -4.60628 -0.007 0.025 -0.054 -0.307
C 2.37926 5.07775 -6.96572 -0.720 0.570 -0.216 -0.218
C 2.64525 -4.83184 -3.00040 0.390 0.011 0.824 -0.100
H 5.53750 -5.73940 -1.79272 -0.007 0.003 -0.062 0.368
```
Forces are in eV/Å.

The calculation puts the HOMO-LUMO gap at 7.96 eV. As for the HOMO energy: -5.91 eV. As for the total charge: -1. For the lowest unoccupied orbital energy, the calculation gives 2.1 eV.